1.
96
Properties=species:S:1:pos:R:3:forces:R:3 method="wB97M-V/def2-TZVPD" e_above_lowest_kj_mol=113.5 orbital_gap_ev=6.54 homo_ev=-7.100 total_energy_ev=-219853.9448
Pt 0.76591 -0.71068 0.35894 0.566 -0.689 0.654
Br -1.50414 -5.69253 -0.25278 0.040 0.019 -0.096
C -1.18116 -4.61552 1.26192 -0.286 -0.248 0.436
C -1.79636 -4.97019 2.47439 0.038 -0.100 -0.376
C -1.59011 -4.25003 3.61079 0.238 0.289 -0.099
Br -2.43574 -4.78963 5.21102 -0.065 -0.039 0.139
C -0.75133 -3.10410 3.57969 -0.064 -0.110 0.191
C -0.48603 -2.30405 4.71408 -0.124 -0.145 0.040
C 0.31798 -1.21173 4.61673 0.165 0.050 -0.018
C 0.85037 -0.87715 3.36610 0.108 -0.062 0.131
N 0.63530 -1.59574 2.28505 -0.741 -0.044 0.241
C -0.15404 -2.73754 2.35569 0.238 0.244 -0.125
C -0.32887 -3.52284 1.13142 0.468 0.598 0.131
O 0.29920 -3.19086 0.07866 -0.290 -0.408 -0.205
H -2.43935 -5.83944 2.49856 -0.001 -0.003 -0.022
H -0.93703 -2.57606 5.65878 -0.003 0.014 -0.005
H 0.52949 -0.58648 5.47254 0.013 0.009 -0.022
H 1.44318 0.01932 3.24596 -0.044 0.020 -0.042
C -0.41885 -0.02397 -3.61250 -0.338 -0.029 -0.180
Sb 0.84409 -0.79337 -2.12586 0.260 0.694 0.012
C 1.06653 -2.76871 -2.77799 -0.151 -0.208 -0.154
C 2.65537 0.10702 -2.83270 0.368 -0.128 -0.327
C 3.66003 -0.93458 -3.26111 -0.124 0.291 0.133
C 3.65937 -1.38333 -4.57874 -0.024 0.017 -0.055
C 4.50537 -2.39563 -5.00300 0.032 -0.006 0.064
C 5.37926 -2.97928 -4.09586 -0.062 0.054 -0.026
C 5.40777 -2.52210 -2.78632 -0.002 -0.043 -0.014
C 4.56601 -1.49998 -2.35305 -0.014 0.114 0.158
C 4.65668 -1.00316 -0.93273 0.238 -0.008 -0.258
Sb 3.13354 -1.73542 0.36547 -0.422 -0.038 -0.363
C 4.09591 -1.33130 2.18974 0.086 0.029 0.270
C 3.47110 -3.79773 0.19657 0.137 -0.299 0.060
H 0.03022 -0.32663 -4.55951 -0.077 0.051 -0.031
H -0.47028 1.06006 -3.54278 0.004 -0.133 -0.091
H -1.42034 -0.43858 -3.52327 0.007 -0.012 -0.068
H 1.48461 -2.75390 -3.78322 -0.041 -0.083 -0.005
H 0.08803 -3.24634 -2.75706 0.036 -0.034 -0.001
H 1.71323 -3.31142 -2.09569 0.001 0.002 0.004
H 3.00137 0.73895 -2.01815 0.068 0.026 -0.037
H 2.38734 0.75644 -3.66829 0.020 -0.037 0.009
H 2.97406 -0.92396 -5.28477 0.023 -0.024 0.007
H 4.48166 -2.72181 -6.03473 0.010 -0.016 0.017
H 6.04386 -3.77355 -4.40981 -0.001 0.008 0.018
H 6.10698 -2.96113 -2.08261 -0.004 0.020 -0.009
H 4.60966 0.08583 -0.88818 0.046 -0.005 0.024
H 5.59962 -1.31295 -0.47783 0.009 0.006 -0.056
H 5.15564 -1.55831 2.07135 -0.019 0.013 0.089
H 3.66501 -1.96188 2.96679 0.051 0.022 0.011
H 3.96787 -0.28606 2.46681 0.033 -0.013 -0.011
H 4.44518 -4.03091 0.62864 -0.019 -0.056 -0.039
H 3.45838 -4.08076 -0.85467 0.011 -0.024 0.015
H 2.68142 -4.33335 0.71899 -0.005 0.016 -0.032
C -3.77250 4.26601 3.37275 -0.081 0.117 0.025
C -2.85720 3.08320 3.09564 -0.030 -0.051 -0.112
C -1.67986 3.08543 4.05832 0.104 -0.073 0.134
C -3.63450 1.77735 3.19225 -0.025 -0.114 0.107
O -2.35005 3.27948 1.77191 0.204 -0.079 -0.342
Si -1.89133 2.25440 0.57408 -0.482 0.167 -0.254
S -0.39609 1.02662 1.37624 -0.340 0.158 -0.028
O -3.24967 1.46971 0.10307 0.259 0.353 0.212
C -3.79419 0.76442 -1.00412 0.103 0.009 0.112
C -5.30218 0.78407 -0.81266 -0.153 0.047 -0.004
C -3.41096 1.44134 -2.31092 0.010 0.031 -0.129
C -3.28100 -0.66569 -0.95008 0.000 -0.093 -0.127
O -1.40532 3.19261 -0.68528 -0.212 -0.308 0.002
C -0.18736 3.87582 -0.98610 -0.131 0.000 0.175
C -0.55858 4.96147 -1.98362 -0.007 0.107 -0.098
C 0.39699 4.48809 0.27909 0.175 0.067 0.064
C 0.78543 2.89180 -1.62305 0.108 -0.033 -0.061
H -4.16853 4.21676 4.38988 0.015 -0.010 -0.032
H -4.61070 4.27382 2.67358 0.036 -0.039 0.001
H -3.22639 5.20409 3.25746 0.021 -0.035 0.008
H -2.03649 3.04606 5.09047 0.025 -0.017 -0.008
H -1.08994 3.99520 3.92973 -0.025 -0.014 -0.017
H -1.03420 2.22199 3.87335 -0.062 0.086 0.009
H -4.02665 1.65401 4.20513 0.016 0.004 -0.030
H -2.98647 0.92625 2.96726 -0.027 0.031 0.016
H -4.46884 1.76729 2.49027 0.030 0.033 -0.002
H -5.67609 1.80987 -0.80863 0.049 -0.014 -0.002
H -5.55710 0.32077 0.14182 -0.012 0.007 -0.022
H -5.80305 0.23682 -1.61490 0.030 -0.006 0.038
H -3.65573 2.50391 -2.28413 -0.046 -0.032 0.045
H -3.95234 0.97726 -3.13981 0.061 0.001 -0.002
H -2.33925 1.35625 -2.49603 -0.127 0.049 0.077
H -3.57107 -1.14145 -0.01218 -0.003 0.012 -0.012
H -2.19180 -0.66823 -0.99739 0.088 -0.055 -0.006
H -3.68210 -1.25070 -1.78252 0.041 -0.018 0.041
H -1.22034 5.69817 -1.52552 0.002 -0.049 0.024
H -1.07770 4.52018 -2.83692 0.022 0.003 0.014
H 0.33523 5.47582 -2.34514 -0.022 -0.015 0.017
H -0.34899 5.11051 0.77549 -0.008 -0.019 -0.034
H 1.26033 5.11030 0.02901 -0.010 -0.019 0.020
H 0.71763 3.71081 0.97742 -0.031 0.036 -0.055
H 0.36403 2.50300 -2.55608 0.078 0.153 0.131
H 0.97889 2.05603 -0.94656 -0.009 0.078 0.031
H 1.73302 3.38613 -1.85407 -0.024 -0.011 -0.012

=====

2.
60
Properties=species:S:1:pos:R:3:forces:R:3 method="wB97M-V/def2-TZVPD" s2=9.325 multiplicity=6 e_above_lowest_kj_mol=0.0 orbital_gap_ev="6.10 / 6.07" homo_ev="-5.828 / -5.795" total_energy_ev=-82451.9867
O 2.16308 3.28207 -0.71923 1.556 0.446 -0.354
C 3.36902 3.40434 -0.85185 -0.755 0.020 0.100
C 4.07800 3.61622 -2.15560 -0.241 0.020 -0.425
C 3.32965 3.65309 -3.34378 0.301 0.034 -0.111
H 2.24580 3.53153 -3.29633 0.346 -0.007 0.061
C 3.97173 3.84449 -4.56886 0.153 0.006 0.253
H 3.38152 3.86832 -5.48727 0.232 -0.007 0.260
C 5.36553 4.00481 -4.61545 -0.163 -0.057 0.435
H 5.86486 4.15055 -5.57463 -0.127 -0.042 0.288
C 6.11407 3.97982 -3.42795 -0.245 0.014 -0.228
H 7.19795 4.10892 -3.46335 -0.354 -0.041 0.019
C 5.46940 3.79026 -2.20472 -0.389 -0.078 0.003
H 6.03073 3.77401 -1.26906 -0.050 -0.015 -0.250
H 4.05058 3.38438 0.03116 -0.235 -0.057 -0.136
C 1.82106 -2.66993 -0.31517 0.803 -0.525 -0.506
C 0.59483 -2.88618 0.45734 -1.956 2.881 -0.090
H 2.47995 -3.54546 -0.39633 0.195 -0.036 -0.124
H 2.40653 -1.84295 0.11801 -0.206 -0.232 -0.072
H 1.55282 -2.34242 -1.33289 0.239 -0.114 0.152
C 0.16813 -3.82253 1.26524 0.225 -1.749 0.646
C 0.82446 -5.17279 1.52214 0.158 0.037 0.068
H -0.76050 -3.70995 1.85462 0.137 0.107 -0.341
H 1.76240 -5.27599 0.95715 -0.251 -0.007 0.165
H 0.15290 -5.99301 1.22233 0.170 0.108 0.086
H 1.05086 -5.30774 2.59022 -0.003 -0.072 -0.168
Dy -0.97343 -0.93632 0.03839 2.071 -1.774 -0.271
Cl -1.15616 -1.24773 -2.51055 -0.202 0.112 -0.426
Cl 0.87852 0.76139 0.34400 0.277 0.379 0.116
H -1.79212 3.34787 -2.12116 0.037 -0.137 0.129
H -3.72298 2.52578 -3.46148 -0.033 -0.117 -0.020
C -1.59037 2.33865 -1.74361 0.029 -0.054 -0.146
C -3.49462 1.51143 -3.12226 -0.089 0.102 0.039
N -2.83766 1.57273 -1.82665 -0.279 -0.163 0.212
H -1.21176 2.38115 -0.71844 -0.178 -0.079 -0.257
C -3.29274 0.80739 -0.84188 0.994 0.168 0.616
O -2.67102 0.61353 0.24178 -1.458 0.712 -0.955
H -4.42135 0.94135 -3.00241 0.162 0.145 -0.224
H -4.25782 0.31375 -1.04330 0.269 0.113 0.088
H -0.82397 1.87472 -2.37921 -0.186 -0.001 0.203
H -2.85370 1.01337 -3.86029 -0.071 0.036 0.251
H -2.21378 -0.74851 5.70216 0.032 -0.002 -0.147
H -1.88379 1.87265 5.44284 0.184 -0.023 -0.127
C -1.28696 -0.85111 5.12726 -0.024 0.187 0.083
C -0.97384 1.62785 4.88005 0.051 -0.176 -0.129
N -1.10050 0.31236 4.26169 -0.014 -0.002 0.503
H -1.31959 -1.76013 4.52244 0.064 0.259 0.071
C -1.02127 0.18272 2.94903 -0.167 -1.482 -1.197
O -1.15994 -0.92052 2.34724 -0.115 1.687 1.511
H -0.82427 2.36133 4.07880 -0.022 -0.095 0.341
H -0.80640 1.09563 2.37299 -0.069 -0.126 0.264
H -0.46522 -0.90962 5.84882 -0.023 -0.021 -0.180
H -0.11506 1.64408 5.56296 -0.167 0.042 -0.150
N -3.16485 -4.58787 -0.19526 -0.258 -0.069 -0.039
C -3.18869 -3.51140 0.60878 0.849 1.143 -0.574
N -3.79878 -3.66634 1.79901 -0.342 -0.090 0.221
O -2.66020 -2.42350 0.27152 -1.287 -1.574 0.585
H -3.68890 -5.41208 0.04091 0.233 -0.035 -0.112
H -2.65269 -4.54727 -1.05910 0.022 0.136 0.005
H -3.80372 -2.90630 2.45672 0.018 0.030 -0.173
H -4.33571 -4.49490 1.99248 0.151 0.139 0.159

=====

3.
27
Properties=species:S:1:pos:R:3:forces:R:3 method="wB97M-V/def2-TZVPD" orbital_gap_ev=2.56 homo_ev=-1.266 total_energy_ev=-28684.3973 total_charge=-1
C 5.14505 0.86060 2.20746 0.115 -0.073 -0.137
C 4.44935 1.64639 1.10120 0.065 -0.122 0.062
C 3.00035 2.00551 1.49002 -0.009 0.048 -0.076
C 2.10410 0.79600 1.42047 -0.057 -0.071 0.276
Cl 1.60963 0.39948 -0.29078 0.000 -0.015 -0.078
H 5.76927 0.06048 1.78455 -0.022 0.025 0.011
H 5.82594 1.50870 2.78066 -0.112 0.001 0.059
H 4.94143 2.58807 0.79134 0.003 -0.015 0.038
H 4.39760 1.03002 0.19140 -0.019 0.115 -0.021
H 3.00992 2.30355 2.54362 0.031 0.089 -0.062
H 2.57825 2.82588 0.89257 -0.035 -0.042 0.017
H 2.64882 -0.07121 1.79519 0.048 0.036 -0.005
H 1.16611 0.91142 1.96085 -0.012 0.019 -0.064
C -2.13231 -0.93056 0.10535 -0.012 -0.020 0.008
C -3.36189 -1.53416 0.33603 0.008 0.012 -0.002
C -4.24458 -1.73902 -0.71212 0.008 -0.014 0.037
C -3.86493 -1.33018 -1.97825 0.013 -0.113 -0.035
C -2.64617 -0.72669 -2.23315 0.053 0.022 0.008
C -1.77528 -0.52617 -1.17399 -0.009 -0.005 0.057
N -4.79846 -1.54877 -3.09826 -0.173 0.387 0.058
O -5.88355 -2.03899 -2.84552 0.098 -0.118 -0.047
O -4.45565 -1.17834 -4.20417 0.032 -0.153 0.016
H -1.43734 -0.77418 0.92013 0.012 0.004 -0.008
H -3.63560 -1.84876 1.33426 0.003 0.002 0.001
H -5.20629 -2.20533 -0.56165 -0.005 0.000 -0.027
H -2.39215 -0.42385 -3.23769 -0.023 -0.012 -0.008
H -0.81161 -0.05990 -1.31954 0.000 0.012 -0.078

=====

4.
27
Properties=species:S:1:pos:R:3:forces:R:3 method="wB97M-V/def2-TZVPD" smiles="[H]/N=C(/N)CC.CC(C)C" e_above_lowest_kj_mol=77.1 orbital_gap_ev=9.95 homo_ev=-8.948 total_energy_ev=-10530.8108
C -1.95057 0.11942 1.46076 2.016 1.322 0.158
C -2.20950 -0.52981 0.12183 0.597 -0.339 -0.275
C -0.64939 1.15596 1.42433 -2.436 -0.277 1.055
C -1.72987 -0.90916 2.55779 -0.211 0.131 -0.060
H -2.78514 0.77866 1.71577 -0.008 -0.115 0.035
H -2.60967 -1.54426 2.66514 -0.023 -0.079 0.040
H -3.06691 -1.19907 0.16399 -0.133 -0.002 0.005
H -2.37705 0.21305 -0.65761 -0.092 0.042 -0.064
H -1.32416 -1.12524 -0.16356 -0.662 0.104 -0.036
H 0.33654 0.79220 1.71654 -0.100 -0.378 -0.525
H -0.85328 1.84155 2.24738 -0.139 0.261 0.017
H -0.69517 1.75958 0.51873 0.430 -0.171 -0.125
H -0.87848 -1.54279 2.31557 0.083 -0.071 -0.004
H -1.54510 -0.42369 3.51433 0.045 -0.006 0.104
C 1.08585 0.39868 -1.95495 0.165 0.017 0.234
C 2.13337 1.51055 -1.87972 -0.090 -0.034 -0.065
C 1.46369 -0.78124 -1.07597 0.004 0.581 -0.105
N 2.58065 -1.46027 -1.49629 0.026 -0.260 -0.390
N 0.92111 -1.12240 0.01610 -0.881 1.350 1.727
H 2.80529 -1.45792 -2.47701 -0.037 -0.081 -0.003
H 2.77123 -2.31429 -0.99779 0.027 -0.010 0.007
H 0.29298 -0.36194 0.45884 1.348 -1.979 -1.763
H 0.11607 0.78164 -1.63487 0.003 -0.120 -0.027
H 0.98594 0.05560 -2.98943 -0.051 -0.011 0.032
H 3.10831 1.14551 -2.19749 0.048 0.054 -0.014
H 2.22651 1.87209 -0.85697 0.027 0.035 0.050
H 1.84678 2.34760 -2.51544 0.044 0.035 -0.012